# 1
The following is a quantum chemistry calculation of a molecular structure, C21H41N8OSScSe2Si in a non-equilibrium geometry, from the OMol25 dataset.

Computed properties:
E in hartree: -7589.54600
Kohn-Sham gap in Eh: 0.27588
2S+1: 1
Largest force on an atom in Eh/bohr: 0.0273
E_HOMO in eV: -7.50
Total charge: 0

Last column: Löwdin charge in e.
Atoms and positions in Å:
Sc (-0.196, -0.385, -0.553)  0.474
C (3.431, 2.688, 0.870)  -0.033
N (3.149, 1.688, 1.856)  -0.119
C (4.068, 0.963, 2.561)  -0.042
C (3.382, 0.134, 3.384)  -0.054
N (2.051, 0.364, 3.187)  -0.126
C (0.986, -0.349, 3.833)  -0.080
C (1.914, 1.299, 2.232)  -0.710
Se (0.342, 1.971, 1.567)  0.713
H (4.401, 3.142, 1.066)  0.097
H (2.647, 3.445, 0.909)  0.064
H (3.425, 2.258, -0.135)  0.083
H (5.122, 1.102, 2.433)  0.121
H (3.727, -0.596, 4.086)  0.126
H (1.211, -0.473, 4.892)  0.098
H (0.863, -1.331, 3.367)  0.057
H (0.054, 0.205, 3.719)  0.011
C (-2.456, 0.877, -2.927)  -0.072
N (-3.247, 1.698, -2.032)  -0.155
C (-3.518, 3.027, -2.538)  -0.053
C (-3.061, 1.500, -0.692)  -0.410
N (-2.099, 0.747, -0.261)  0.027
N (-3.957, 2.140, 0.139)  -0.163
C (-5.373, 2.047, -0.155)  -0.054
C (-3.661, 2.179, 1.557)  -0.062
H (-2.803, 1.030, -3.948)  0.097
H (-2.610, -0.170, -2.662)  0.035
H (-1.385, 1.117, -2.857)  0.069
H (-2.602, 3.472, -2.947)  0.089
H (-3.886, 3.666, -1.742)  0.085
H (-4.262, 2.978, -3.337)  0.091
H (-2.225, 0.557, 0.736)  -0.075
H (-5.531, 1.915, -1.221)  0.082
H (-5.878, 2.957, 0.173)  0.090
H (-5.823, 1.192, 0.365)  0.097
H (-3.806, 1.212, 2.053)  0.071
H (-4.316, 2.913, 2.024)  0.093
H (-2.629, 2.500, 1.711)  0.059
S (-1.899, -1.095, 2.424)  0.711
C (-1.932, -2.699, 2.807)  -0.806
N (-2.388, -3.616, 1.880)  0.063
C (-2.595, -4.893, 2.207)  -0.059
C (-2.316, -5.328, 3.474)  -0.041
C (-1.746, -4.374, 4.347)  -0.116
N (-1.566, -3.128, 4.029)  0.069
H (-2.527, -3.293, 0.915)  -0.007
H (-2.995, -5.542, 1.440)  0.136
H (-2.497, -6.342, 3.783)  0.099
H (-1.439, -4.652, 5.346)  0.113
C (0.976, -3.929, -2.706)  -0.219
Si (-0.699, -3.168, -3.203)  0.196
C (-1.885, -4.383, -4.061)  -0.231
C (-0.451, -1.643, -4.321)  -0.212
Se (-1.711, -2.479, -1.247)  0.331
H (1.532, -4.255, -3.579)  0.019
H (0.844, -4.784, -2.051)  0.023
H (1.576, -3.193, -2.171)  0.016
H (-1.455, -4.696, -5.006)  0.019
H (-2.842, -3.913, -4.263)  0.020
H (-2.078, -5.266, -3.461)  0.017
H (0.237, -1.877, -5.128)  0.029
H (-0.036, -0.813, -3.747)  -0.014
H (-1.391, -1.322, -4.765)  0.025
N (2.277, -1.883, 1.188)  -0.002
C (1.407, -1.429, 0.572)  -0.322
C (0.861, 2.962, -2.093)  -0.060
C (1.470, 1.573, -2.367)  -0.529
C (1.793, 1.436, -3.867)  -0.054
O (0.655, 0.545, -1.938)  -0.343
H (1.626, 3.736, -2.141)  0.079
H (0.412, 2.980, -1.100)  0.014
H (0.092, 3.192, -2.828)  0.064
H (2.443, 1.513, -1.821)  0.120
H (0.883, 1.524, -4.461)  0.075
H (2.244, 0.463, -4.054)  0.077
H (2.488, 2.213, -4.176)  0.076

***

# 2
The following is a quantum chemistry calculation of 2 unconnected molecules or ions with the total composition C21H42BrF9N5O4PS2 in a non-equilibrium geometry, from the OMol25 dataset.

Computed properties:
E in hartree: -6010.59628
Kohn-Sham gap in Eh: 0.17089
2S+1: 1
Largest force on an atom in Eh/bohr: 0.0650
ΔE to the lowest compared entry with this formula, charge and spin in kcal per mole: 0.0
E_HOMO in eV: -5.61
Total charge: 0

Last column: Löwdin charge in e.
Atoms and positions in Å:
C (-2.883, -0.998, 3.709)  -0.043
C (-2.034, -1.084, 4.976)  -0.181
O (-0.673, -1.489, 4.699)  0.004
C (0.019, -0.618, 3.949)  -0.493
O (-0.258, 0.565, 3.838)  0.108
C (1.176, -1.261, 3.239)  -0.056
C (0.747, -1.703, 1.818)  -0.149
C (1.482, -0.853, 0.778)  -0.100
C (0.921, -0.855, -0.666)  -0.325
C (0.076, 0.445, -0.743)  -0.126
C (-1.028, 0.546, 0.328)  -0.155
C (-1.910, 1.786, 0.001)  -0.150
C (-2.201, 2.580, 1.282)  -0.063
C (-3.512, 3.355, 1.297)  -0.431
F (-4.383, 2.975, 0.324)  0.112
F (-4.147, 3.038, 2.483)  0.090
C (-3.409, 4.904, 1.369)  -0.406
F (-2.783, 5.242, 2.528)  0.121
F (-4.674, 5.400, 1.441)  0.117
S (-2.514, 5.764, -0.057)  0.767
F (-2.544, 4.442, -0.928)  -0.127
F (-1.118, 5.369, 0.566)  -0.119
F (-2.499, 7.105, 0.790)  -0.118
F (-3.889, 6.216, -0.700)  -0.122
F (-1.760, 6.487, -1.228)  -0.096
N (-0.068, -1.950, -0.940)  0.161
C (0.470, -3.341, -1.170)  -0.268
C (-0.237, -4.346, -0.265)  -0.125
C (-1.701, -4.575, -0.750)  -0.270
N (-1.910, -5.793, -1.518)  0.013
C (1.984, -3.446, -1.041)  -0.106
C (2.829, -2.232, -1.486)  -0.153
C (2.054, -0.890, -1.734)  -0.376
C (3.150, 0.182, -1.545)  -0.107
C (3.017, 1.703, -1.839)  -0.644
N (4.212, 2.125, -2.551)  0.007
N (1.872, 2.196, -2.609)  0.087
N (3.102, 2.357, -0.516)  0.072
P (1.473, -1.123, -3.497)  0.266
O (-0.024, -0.563, -3.632)  -0.208
O (1.384, -2.696, -3.857)  -0.211
S (2.654, -0.281, -4.772)  0.430
H (-3.770, -1.611, 3.820)  0.078
H (-3.149, 0.034, 3.515)  0.069
H (-2.346, -1.374, 2.843)  0.060
H (-2.014, -0.143, 5.512)  0.120
H (-2.428, -1.828, 5.654)  0.119
H (2.023, -0.591, 3.166)  0.131
H (1.487, -2.135, 3.801)  0.125
H (1.072, -2.731, 1.710)  0.097
H (-0.336, -1.661, 1.734)  0.091
H (1.465, 0.168, 1.138)  0.115
H (2.525, -1.142, 0.817)  0.122
H (0.761, 1.253, -0.529)  0.101
H (-0.396, 0.563, -1.712)  0.104
H (-0.588, 0.736, 1.300)  0.095
H (-1.708, -0.306, 0.334)  0.109
H (-2.804, 1.435, -0.500)  0.119
H (-1.343, 2.412, -0.679)  0.101
H (-1.345, 3.215, 1.480)  0.129
H (-2.233, 1.878, 2.108)  0.110
H (-0.808, -2.008, -0.242)  0.141
H (-0.554, -1.667, -1.795)  0.152
H (0.185, -3.642, -2.172)  0.131
H (-0.306, -3.985, 0.757)  0.099
H (0.259, -5.304, -0.339)  0.122
H (-2.071, -3.716, -1.307)  0.108
H (-2.335, -4.634, 0.135)  0.104
H (-1.917, -5.607, -2.508)  0.067
H (-1.243, -6.513, -1.295)  0.066
H (2.216, -3.653, 0.001)  0.114
H (2.307, -4.322, -1.591)  0.130
H (3.549, -2.021, -0.705)  0.114
H (3.431, -2.476, -2.353)  0.109
H (3.987, -0.155, -2.144)  0.100
H (3.506, 0.090, -0.523)  0.112
H (4.864, 2.622, -1.907)  -0.120
H (3.943, 2.764, -3.278)  0.038
H (1.212, 1.520, -2.954)  0.007
H (1.361, 2.928, -2.142)  0.075
H (2.585, 1.864, 0.202)  0.040
H (2.866, 3.339, -0.556)  0.044
H (-0.060, -0.133, -4.501)  0.085
H (2.266, -2.902, -4.193)  0.067
Br (5.422, 4.749, -1.475)  -0.525

***

# 3
The following is a quantum chemistry calculation of a molecular structure, C21H42CaCl8F6N3O7S2 in a non-equilibrium geometry, from the OMol25 dataset.

Computed properties:
E in hartree: -7270.88693
Kohn-Sham gap in Eh: 0.33747
2S+1: 1
Largest force on an atom in Eh/bohr: 0.0583
ΔE to the lowest compared entry with this formula, charge and spin in kcal per mole: 0.0
E_HOMO in eV: -11.56
Total charge: +1

Last column: Löwdin charge in e.
Atoms and positions in Å:
Ca (10.722, -15.278, -3.720)  1.379
C (10.652, -17.655, -0.168)  -0.644
F (9.737, -16.884, 0.450)  0.095
F (11.763, -16.945, -0.335)  0.118
F (10.915, -18.661, 0.657)  0.139
S (9.892, -18.343, -1.743)  0.612
O (10.009, -19.737, -1.707)  -0.235
O (8.603, -17.726, -1.913)  -0.315
N (10.779, -17.538, -2.864)  -0.401
S (12.146, -18.040, -3.531)  0.587
O (12.582, -16.788, -4.154)  -0.418
O (13.134, -18.672, -2.769)  -0.208
C (11.808, -19.079, -4.986)  -0.679
F (11.612, -20.358, -4.696)  0.167
F (10.764, -18.700, -5.760)  0.124
F (12.899, -19.008, -5.710)  0.164
C (13.816, -15.915, -8.889)  -0.111
C (12.745, -14.889, -9.078)  -0.261
C (11.345, -15.360, -8.694)  -0.153
C (11.043, -15.420, -7.252)  -0.140
N (10.612, -15.520, -6.196)  0.122
H (14.717, -15.616, -9.371)  0.066
H (13.552, -16.855, -9.380)  0.084
H (14.053, -16.118, -7.817)  0.093
H (12.766, -14.573, -10.125)  0.118
H (13.005, -13.991, -8.471)  0.125
H (11.044, -16.310, -9.169)  0.141
H (10.507, -14.694, -8.942)  0.130
C (7.138, -13.000, 0.463)  -0.078
C (8.238, -13.712, 1.289)  -0.240
C (9.558, -13.443, 0.634)  -0.173
C (9.697, -14.162, -0.662)  -0.095
N (10.008, -14.482, -1.731)  0.081
H (6.836, -13.586, -0.423)  0.059
H (7.470, -12.025, 0.161)  0.069
H (6.277, -12.876, 1.118)  0.078
H (8.097, -14.808, 1.477)  0.126
H (8.324, -13.350, 2.318)  0.117
H (10.455, -13.759, 1.189)  0.088
H (9.739, -12.415, 0.422)  0.121
C (14.504, -22.990, -3.199)  -0.180
O (14.877, -21.663, -3.046)  -0.181
H (15.321, -23.643, -2.913)  0.080
H (13.641, -23.203, -2.587)  0.045
H (14.233, -23.187, -4.251)  0.085
H (15.712, -21.461, -3.533)  0.037
C (7.543, -15.927, -4.849)  -0.079
O (8.443, -15.399, -3.811)  -0.309
H (7.949, -16.873, -5.182)  0.076
H (6.532, -15.968, -4.487)  0.047
H (7.609, -15.278, -5.786)  0.104
H (8.189, -15.590, -2.935)  -0.028
C (13.763, -14.464, -2.829)  -0.058
O (12.595, -13.693, -3.368)  -0.256
H (14.352, -14.809, -3.667)  0.081
H (14.237, -13.721, -2.189)  0.094
H (13.400, -15.378, -2.337)  0.066
H (12.623, -12.751, -3.100)  0.103
Cl (11.305, -16.064, 3.373)  0.554
C (13.070, -16.267, 3.506)  -0.612
C (13.798, -16.018, 2.187)  -0.605
Cl (13.293, -14.441, 1.480)  0.527
H (13.247, -17.226, 3.940)  0.071
H (13.376, -15.525, 4.191)  0.050
H (13.651, -16.762, 1.391)  0.042
H (14.850, -15.929, 2.334)  0.059
Cl (12.684, -21.592, -0.335)  0.580
C (12.578, -23.145, 0.601)  -0.608
C (11.493, -23.043, 1.657)  -0.669
Cl (12.139, -22.319, 3.144)  0.539
H (13.573, -23.388, 1.001)  0.075
H (12.201, -23.896, -0.092)  0.069
H (11.087, -24.032, 2.000)  0.088
H (10.688, -22.446, 1.283)  0.048
Cl (17.759, -20.046, -3.044)  0.574
C (17.543, -19.581, -1.305)  -0.595
C (16.060, -19.709, -0.994)  -0.626
Cl (15.685, -19.153, 0.706)  0.521
H (17.977, -18.531, -1.296)  0.088
H (18.268, -20.054, -0.712)  0.049
H (15.760, -20.705, -1.054)  0.016
H (15.539, -19.091, -1.705)  0.047
Cl (6.309, -20.294, -1.422)  0.624
C (5.888, -18.683, -0.876)  -0.672
C (5.506, -17.847, -2.063)  -0.698
Cl (5.750, -16.129, -1.849)  0.643
H (6.830, -18.285, -0.554)  0.027
H (5.075, -18.727, -0.210)  0.064
H (4.466, -18.080, -2.422)  0.101
H (6.185, -18.215, -2.866)  0.052

***

Question: Number 1 is which compound?
Answer: C21H41N8OSScSe2Si

***

Question: Which formula does entry 1 have?
Answer: C21H41N8OSScSe2Si